{"formula": "C28H40BrCoN4O8S3Si", "method": "ωB97M-V with the def2-TZVPD basis set", "homo_ha": [-0.3171, -0.3167], "s_squared": 6.04, "multiplicity": 5, "lumo_energy_ev": [-0.29, -3.24], "orbital_gap_ev": [8.34, 5.38], "symbols": ["Co", "O", "S", "O", "O", "C", "C", "C", "C", "C", "C", "S", "O", "O", "O", "H", "H", "H", "H", "N", "C", "C", "C", "C", "C", "C", "S", "O", "O", "N", "C", "N", "C", "C", "C", "N", "H", "H", "H", "H", "H", "H", "H", "H", "H", "C", "C", "C", "C", "Si", "Br", "C", "C", "C", "C", "C", "C", "C", "C", "H", "H", "H", "H", "H", "H", "H", "H", "H", "H", "H", "H", "H", "H", "H", "H", "H", "H", "H", "H", "H", "H", "H", "H", "H", "H", "H"], "coordinates": [[0.900, 1.692, 0.095], [1.999, 1.323, -1.810], [3.283, 1.714, -1.207], [4.452, 1.037, -1.681], [3.069, 1.623, 0.260], [3.475, 3.445, -1.653], [4.674, 3.768, -2.270], [4.908, 5.045, -2.762], [3.927, 6.013, -2.651], [2.726, 5.704, -2.026], [2.491, 4.435, -1.520], [0.948, 4.259, -0.625], [0.303, 5.535, -0.657], [0.163, 3.154, -1.230], [1.349, 3.753, 0.706], [5.421, 2.995, -2.377], [5.855, 5.269, -3.234], [4.087, 7.009, -3.040], [1.958, 6.455, -1.909], [-5.602, 1.424, -2.558], [-4.889, 1.842, -1.453], [-3.803, 2.715, -1.602], [-3.057, 3.097, -0.510], [-3.382, 2.597, 0.748], [-4.453, 1.734, 0.918], [-5.208, 1.362, -0.178], [-2.380, 3.040, 2.110], [-2.934, 2.462, 3.296], [-2.001, 4.415, 2.040], [-0.979, 2.176, 1.709], [-0.005, 2.041, 2.646], [0.997, 1.254, 2.177], [2.079, 1.123, 2.929], [2.147, 1.748, 4.170], [1.069, 2.548, 4.551], [-0.009, 2.705, 3.803], [-5.532, 1.994, -3.384], [-6.525, 1.058, -2.394], [-3.544, 3.089, -2.585], [-2.219, 3.768, -0.639], [-4.689, 1.358, 1.904], [-6.048, 0.690, -0.053], [2.900, 0.552, 2.518], [3.022, 1.652, 4.794], [1.086, 3.094, 5.487], [2.193, -4.289, -0.097], [1.774, -2.812, -0.141], [2.431, -2.158, -1.368], [2.348, -2.096, 1.089], [-0.131, -2.645, -0.158], [-0.559, -0.436, -0.752], [-0.960, -2.845, 1.569], [-0.434, -4.101, 2.277], [-2.486, -2.963, 1.442], [-0.707, -1.640, 2.481], [-0.992, -3.652, -1.541], [-2.380, -3.099, -1.900], [-0.164, -3.632, -2.832], [-1.136, -5.120, -1.104], [3.280, -4.342, 0.015], [1.940, -4.808, -1.024], [1.749, -4.842, 0.734], [3.515, -2.282, -1.289], [2.232, -1.091, -1.422], [2.123, -2.602, -2.311], [3.440, -2.110, 1.028], [2.061, -2.568, 2.031], [2.041, -1.048, 1.108], [-0.616, -5.013, 1.703], [-0.951, -4.211, 3.236], [0.634, -4.041, 2.493], [-2.798, -3.877, 0.939], [-2.919, -2.110, 0.916], [-2.922, -2.982, 2.446], [0.348, -1.480, 2.693], [-1.217, -1.812, 3.435], [-1.109, -0.722, 2.055], [-2.332, -2.064, -2.240], [-3.089, -3.156, -1.079], [-2.787, -3.694, -2.725], [0.018, -2.617, -3.190], [-0.719, -4.164, -3.612], [0.795, -4.136, -2.718], [-1.816, -5.241, -0.261], [-0.178, -5.574, -0.838], [-1.549, -5.695, -1.938]], "forces_ev_per_angstrom": [[0.29, 0.07, -0.50], [-0.07, -0.25, 0.04], [-0.06, 0.04, 0.10], [0.01, -0.01, -0.01], [-0.01, 0.03, -0.02], [0.08, -0.10, -0.04], [0.03, -0.07, -0.01], [-0.05, 0.06, 0.02], [0.03, -0.07, 0.01], [0.04, 0.02, 0.00], [-0.09, 0.07, 0.03], [-0.06, -0.03, 0.28], [0.00, 0.00, -0.04], [-0.14, -0.04, -0.06], [-0.02, 0.00, 0.02], [-0.01, -0.01, 0.01], [-0.01, 0.01, -0.01], [0.01, 0.00, 0.00], [-0.01, -0.01, 0.00], [-0.02, 0.01, 0.00], [0.02, 0.02, -0.01], [-0.02, -0.01, 0.00], [-0.04, -0.02, -0.08], [0.25, 0.15, 0.04], [-0.04, -0.10, 0.03], [0.02, 0.00, 0.02], [-0.10, -0.05, -0.21], [-0.04, -0.05, 0.06], [-0.04, -0.03, -0.02], [0.03, -0.04, 0.29], [-0.12, 0.08, -0.39], [0.27, 0.33, 0.16], [-0.16, 0.09, 0.17], [-0.04, -0.01, -0.08], [0.04, -0.03, 0.00], [0.05, -0.25, 0.18], [0.01, 0.00, 0.00], [0.00, 0.00, 0.01], [-0.01, -0.01, 0.00], [0.04, 0.03, 0.03], [0.01, 0.01, 0.00], [0.00, 0.00, 0.00], [0.00, -0.01, -0.02], [0.00, 0.00, 0.00], [0.01, -0.01, 0.01], [-0.01, -0.09, -0.02], [-0.05, 0.11, -0.02], [0.03, -0.02, 0.02], [0.05, 0.00, 0.01], [-0.03, 0.08, 0.07], [-0.02, -0.16, 0.03], [-0.02, 0.07, -0.10], [0.02, -0.09, 0.01], [-0.04, 0.02, 0.01], [0.06, 0.03, 0.08], [0.02, 0.06, 0.01], [-0.04, -0.06, -0.08], [0.03, 0.02, -0.06], [-0.01, -0.04, 0.02], [0.01, 0.00, 0.00], [0.01, 0.00, 0.04], [0.01, 0.02, -0.02], [0.00, 0.01, 0.02], [-0.03, 0.07, -0.02], [0.00, -0.01, 0.01], [0.01, -0.01, 0.00], [0.01, 0.03, -0.04], [-0.01, 0.01, 0.02], [0.03, 0.01, 0.01], [-0.02, 0.00, -0.01], [-0.06, -0.01, -0.01], [-0.01, 0.00, -0.02], [0.01, 0.01, 0.00], [0.02, -0.01, 0.00], [0.01, 0.00, 0.00], [0.02, 0.00, -0.01], [-0.04, 0.07, -0.04], [0.01, -0.01, 0.00], [-0.02, 0.02, 0.04], [0.01, -0.01, 0.02], [0.00, 0.00, 0.00], [-0.01, 0.01, 0.01], [-0.01, 0.00, -0.01], [0.02, 0.00, 0.00], [-0.05, 0.02, -0.01], [0.00, -0.01, 0.00]]}


{"formula": "C22H22N5NiO2S", "method": "ωB97M-V with the def2-TZVPD basis set", "homo_ha": [-0.0978, -0.1036], "s_squared": 2.02, "charge": -1, "multiplicity": 3, "lumo_energy_ev": [2.33, 2.33], "orbital_gap_ev": [4.99, 5.14], "symbols": ["Ni", "C", "C", "C", "C", "C", "C", "C", "S", "O", "O", "N", "C", "C", "C", "C", "C", "N", "H", "H", "H", "H", "H", "H", "H", "H", "H", "H", "H", "N", "C", "C", "C", "C", "C", "C", "H", "H", "H", "H", "H", "C", "C", "N", "C", "C", "N", "H", "H", "H", "H", "H", "H"], "coordinates": [[-0.206, 0.070, -0.070], [-7.130, -1.047, 1.493], [-5.809, -0.419, 1.862], [-5.153, -0.762, 3.040], [-3.930, -0.186, 3.374], [-3.355, 0.737, 2.515], [-4.002, 1.103, 1.338], [-5.219, 0.525, 1.021], [-1.760, 1.427, 2.864], [-1.810, 2.757, 2.329], [-1.540, 1.241, 4.280], [-0.788, 0.563, 1.969], [-0.084, -0.546, 2.410], [-0.258, -1.306, 3.586], [0.504, -2.442, 3.753], [1.422, -2.831, 2.777], [1.517, -2.043, 1.650], [0.796, -0.937, 1.474], [-7.484, -1.713, 2.280], [-7.043, -1.628, 0.572], [-7.894, -0.285, 1.325], [-5.605, -1.487, 3.710], [-3.423, -0.444, 4.296], [-3.538, 1.834, 0.685], [-5.722, 0.807, 0.100], [-0.962, -0.985, 4.338], [0.381, -3.037, 4.650], [2.035, -3.714, 2.887], [2.210, -2.278, 0.849], [0.817, 0.587, -1.428], [2.114, 0.580, -1.759], [3.151, 1.003, -0.862], [4.487, 0.983, -1.220], [4.908, 0.546, -2.481], [3.925, 0.128, -3.375], [2.579, 0.144, -3.040], [2.837, 1.343, 0.120], [5.229, 1.318, -0.499], [5.958, 0.532, -2.751], [4.217, -0.213, -4.365], [1.832, -0.170, -3.764], [-0.360, -2.385, -2.356], [-1.502, -2.329, -1.402], [-1.659, -1.436, -0.453], [-2.846, -1.731, 0.199], [-3.412, -2.825, -0.369], [-2.547, -3.194, -1.385], [0.273, -1.512, -2.174], [-0.710, -2.348, -3.390], [0.223, -3.300, -2.220], [-3.195, -1.144, 1.035], [-4.320, -3.365, -0.153], [-2.665, -3.966, -2.013]], "forces_ev_per_angstrom": [[0.47, 0.32, -0.59], [0.05, 0.02, 0.01], [-0.04, -0.01, 0.00], [0.02, -0.01, -0.01], [-0.05, -0.01, -0.08], [-0.26, 0.08, 0.07], [-0.07, 0.10, 0.08], [-0.06, 0.07, 0.00], [-0.08, -0.08, -0.24], [0.02, 0.18, 0.08], [0.05, 0.06, 0.16], [0.52, -0.72, 0.08], [-0.43, 0.26, 0.15], [0.08, 0.13, 0.04], [0.02, 0.04, -0.07], [-0.08, 0.06, 0.08], [0.16, 0.17, -0.15], [-0.19, -0.35, 0.08], [0.01, 0.01, -0.01], [0.01, 0.01, 0.01], [0.02, -0.02, 0.01], [0.02, 0.03, -0.03], [-0.04, 0.03, -0.06], [-0.03, -0.06, 0.06], [0.04, -0.03, 0.05], [0.02, 0.01, -0.02], [-0.01, -0.01, 0.03], [0.01, -0.01, 0.00], [-0.07, 0.00, -0.01], [0.25, 0.09, 0.17], [-0.19, -0.12, 0.00], [-0.01, -0.05, -0.09], [-0.07, 0.00, -0.01], [-0.09, -0.01, 0.10], [-0.14, 0.01, 0.01], [0.12, 0.03, -0.02], [0.06, 0.00, -0.03], [-0.04, -0.01, -0.01], [-0.07, 0.01, 0.02], [-0.02, 0.00, 0.01], [0.03, 0.02, 0.01], [-0.07, -0.11, 0.01], [0.04, 0.04, -0.04], [-0.34, 0.22, 0.51], [0.26, -0.11, -0.02], [0.15, 0.01, -0.11], [-0.13, -0.06, 0.01], [-0.01, 0.02, 0.00], [-0.01, -0.03, 0.02], [-0.03, 0.04, 0.00], [0.15, -0.22, -0.21], [0.07, 0.03, -0.03], [0.01, -0.05, -0.06]]}


{"formula": "C26H30CeN9S2", "method": "ωB97M-V with the def2-TZVPD basis set", "homo_ha": [-0.4818, -0.4819], "s_squared": 0.75, "charge": 2, "multiplicity": 2, "lumo_energy_ev": [-5.72, -5.71], "orbital_gap_ev": [7.39, 7.40], "symbols": ["Ce", "C", "N", "C", "C", "C", "C", "C", "C", "N", "C", "C", "C", "C", "C", "C", "N", "C", "C", "C", "C", "C", "N", "H", "H", "H", "H", "H", "H", "H", "H", "H", "H", "H", "H", "H", "H", "H", "H", "H", "H", "C", "S", "C", "S", "N", "N", "C", "C", "C", "C", "C", "C", "N", "H", "H", "H", "H", "H", "H", "H", "H", "N", "N", "H", "H", "H", "H"], "coordinates": [[0.560, 0.114, -0.072], [-2.856, 1.075, 0.828], [-1.460, 1.071, 1.448], [-1.071, 2.456, 1.861], [-0.529, 3.320, 0.715], [-0.909, 4.648, 0.699], [-0.446, 5.451, -0.277], [0.317, 4.851, -1.273], [0.738, 3.517, -1.212], [0.286, 2.776, -0.194], [-1.659, 0.222, 2.648], [-1.784, -1.250, 2.270], [-2.574, -2.052, 3.123], [-2.539, -3.424, 2.835], [-1.743, -3.902, 1.786], [-1.029, -3.014, 1.077], [-1.068, -1.673, 1.243], [-2.693, 1.459, -0.608], [-3.652, 2.250, -1.238], [-3.570, 2.452, -2.587], [-2.595, 1.862, -3.380], [-1.566, 1.259, -2.644], [-1.669, 1.028, -1.295], [-3.286, 0.102, 0.928], [-3.683, 1.685, 1.338], [-2.004, 2.991, 2.242], [-0.277, 2.373, 2.680], [-1.515, 5.020, 1.482], [-0.533, 6.494, -0.261], [0.899, 5.506, -1.914], [1.527, 3.036, -1.787], [-0.736, 0.461, 3.225], [-2.612, 0.485, 3.133], [-2.970, -1.668, 4.053], [-3.047, -4.223, 3.452], [-1.614, -4.989, 1.574], [-0.414, -3.345, 0.238], [-4.404, 2.745, -0.649], [-4.306, 3.151, -2.928], [-2.447, 2.065, -4.447], [-0.638, 0.923, -3.061], [5.536, -2.196, 3.037], [4.287, -0.901, 3.577], [3.140, -0.895, 2.232], [1.774, 0.128, 2.469], [3.483, -1.557, 1.164], [2.408, -1.708, 0.286], [2.555, -2.594, -0.634], [1.498, -2.842, -1.699], [1.588, -3.924, -2.556], [0.525, -4.099, -3.460], [-0.548, -3.218, -3.398], [-0.526, -2.209, -2.477], [0.571, -1.918, -1.718], [6.200, -2.486, 3.894], [6.040, -1.692, 2.256], [4.938, -3.031, 2.763], [3.352, -3.311, -0.655], [2.463, -4.618, -2.437], [0.652, -4.952, -4.081], [-1.445, -3.426, -4.010], [-1.386, -1.588, -2.242], [2.924, 1.100, -0.471], [2.678, 0.659, -1.876], [3.151, 2.043, -0.311], [3.569, 0.445, -0.033], [3.446, 0.056, -2.165], [2.702, 1.426, -2.509]], "forces_ev_per_angstrom": [[-0.12, -0.14, 0.12], [0.89, 1.33, -0.11], [-2.10, 0.25, 0.40], [-0.21, 0.21, 0.55], [-0.53, -0.86, 0.32], [-0.22, -0.81, 0.59], [1.09, -0.98, -1.40], [2.21, 0.28, -0.64], [-0.92, 0.97, 1.54], [-0.02, -0.68, 0.46], [0.76, 0.29, -0.27], [-0.26, 1.15, 1.55], [1.38, -1.35, -1.00], [-0.47, -0.95, 0.96], [-0.60, -1.42, 0.95], [0.88, 1.07, -2.09], [0.18, -0.68, 0.07], [-1.88, 0.51, -0.32], [0.58, -0.35, 0.63], [-0.76, 0.44, -0.22], [1.81, 0.32, 0.62], [-1.57, -0.04, 1.11], [1.47, -0.79, -1.48], [0.12, -1.01, -0.33], [1.65, -0.11, -0.35], [1.34, -0.63, -0.02], [-1.10, 0.17, -1.00], [-0.52, 0.35, 0.73], [-0.46, 1.28, -0.08], [-0.51, -0.07, -0.47], [-0.42, 0.54, -0.45], [-0.96, -0.85, 0.43], [0.60, 0.30, 0.41], [-0.38, 0.10, -0.26], [0.38, 1.37, -0.57], [-0.34, 1.04, 0.28], [-0.06, 0.00, 0.31], [-0.26, 0.02, 0.03], [-0.24, 0.06, -0.94], [-0.38, -0.19, 0.49], [0.27, -0.17, -0.53], [-0.70, 0.90, 1.91], [0.04, -0.45, -0.18], [1.20, 0.32, 0.62], [-0.33, 0.07, 0.33], [-0.78, -0.99, -0.36], [0.40, 0.00, -1.12], [-0.94, -0.43, -0.38], [2.77, 0.75, 1.58], [-0.09, -0.50, 0.02], [1.78, 0.33, 1.31], [-0.97, -1.25, -0.78], [0.60, 1.18, 0.74], [-2.81, -0.37, -0.49], [-0.71, 0.67, -0.74], [0.80, -0.20, -0.88], [-0.12, -0.70, -0.60], [0.82, -0.03, 0.28], [-1.16, 0.68, -0.41], [-0.66, -0.39, -0.84], [0.61, 0.36, 0.45], [-0.02, 0.04, -0.55], [-1.04, -2.11, -0.96], [0.15, -0.39, 1.61], [0.70, 1.27, -0.24], [0.15, 0.34, 0.01], [-0.09, 0.01, 0.09], [0.09, 0.91, -0.40]]}


Energy
In order: -7352.8206, -3182.3370, -2772.6419
Unit: a.u.